[1]
ORCA calculation (ωB97M-V/def2-TZVPD) on 5 unconnected molecules or ions with the total composition C24H28F12IN2O8PS2.

The geometry in ORCA input format:
```
! wB97M-V def2-TZVPD RIJCOSX def2/J DEFGRID3
* xyz 0 1
C 5.12 -1.64 0.32
P 4.42 -0.35 -0.97
C 5.29 1.33 -0.74
C 2.55 -0.27 -0.55
C 1.51 -0.77 -1.75
I 2.39 -1.40 -3.70
C -0.13 -0.81 -1.52
C -0.75 -0.32 -0.04
S -2.59 -0.34 0.37
C 0.32 0.20 1.11
N -0.06 0.71 2.51
S 1.47 1.05 3.29
N 2.77 0.71 2.13
C 1.95 0.23 0.92
H 4.23 -2.26 0.80
H 5.78 -2.37 -0.31
H 5.69 -1.12 1.21
H 6.35 1.24 -1.27
H 4.75 2.25 -1.23
H 5.52 1.63 0.38
H -0.81 -1.19 -2.39
H -3.28 -0.85 -0.75
C -7.22 1.82 -3.62
C -5.76 1.95 -4.02
O -5.00 0.83 -3.53
C -5.04 -0.30 -4.30
O -5.69 -0.40 -5.34
C -4.16 -1.39 -3.69
F -4.31 -1.51 -2.34
F -2.83 -1.15 -3.90
F -4.41 -2.63 -4.21
H -7.31 1.68 -2.54
H -7.79 2.70 -3.92
H -7.68 0.94 -4.09
H -5.34 2.85 -3.56
H -5.65 2.06 -5.10
C -4.19 -0.42 3.40
C -4.49 0.95 3.98
O -5.87 1.29 3.78
C -6.76 0.78 4.68
O -6.44 0.06 5.62
C -8.18 1.26 4.37
F -8.48 1.19 3.04
F -8.37 2.56 4.73
F -9.14 0.54 5.01
H -4.48 -0.46 2.35
H -3.12 -0.65 3.49
H -4.75 -1.20 3.92
H -3.89 1.71 3.47
H -4.23 1.01 5.05
C 6.84 -7.96 -1.84
C 6.62 -7.07 -0.63
O 5.69 -6.03 -0.94
C 4.36 -6.36 -0.86
O 3.95 -7.47 -0.55
C 3.49 -5.14 -1.16
F 3.92 -4.43 -2.24
F 3.46 -4.26 -0.12
F 2.19 -5.47 -1.42
H 7.14 -7.37 -2.71
H 7.61 -8.72 -1.64
H 5.92 -8.48 -2.12
H 7.57 -6.59 -0.36
H 6.29 -7.65 0.24
C 1.98 4.67 2.85
C 3.17 5.40 2.24
O 2.99 5.57 0.83
C 2.22 6.63 0.45
O 1.69 7.41 1.23
C 2.15 6.73 -1.08
F 1.94 5.52 -1.67
F 3.31 7.22 -1.61
F 1.16 7.55 -1.52
H 1.80 3.72 2.32
H 2.15 4.46 3.91
H 1.07 5.26 2.75
H 4.07 4.79 2.38
H 3.35 6.36 2.74
*
```

Its electronic energy is -4276.22027 hartree.

Results of the Löwdin charge analysis, in e, for atoms 1 through 8: atom 1 (C): -0.32, atom 2 (P): 0.78, atom 3 (C): -0.36, atom 4 (C): -0.35, atom 5 (C): -0.58, atom 6 (I): 0.70, atom 7 (C): -0.08, atom 8 (C): -0.43

---

[2]
ORCA calculation (ωB97M-V/def2-TZVPD) on a molecular structure, C27H93BFIO23P2SSb.

The geometry in ORCA input format:
```
! wB97M-V def2-TZVPD RIJCOSX def2/J DEFGRID3
* xyz -1 1
C -1.81 -1.03 -2.47
C -1.05 -1.97 -1.88
Sb -1.78 -3.89 -1.02
C -0.52 -3.74 0.80
C 0.61 -2.75 0.85
F 1.62 -3.05 -0.10
C -3.52 -2.94 -0.03
C -3.55 -1.49 0.37
O -2.30 -1.05 0.96
C -2.08 0.27 0.87
O -2.93 1.09 1.16
C -0.68 0.63 0.46
C -0.60 1.98 -0.28
P -2.73 -6.15 0.06
S -1.60 -7.75 -0.28
B -0.16 -5.10 -2.13
O 0.94 -5.60 -1.47
O -0.30 -5.24 -3.50
P -3.51 -4.16 -3.09
O -2.75 -3.52 -4.43
I -3.71 -6.56 -3.68
H -1.60 0.04 -2.37
H -2.67 -1.28 -3.09
H 0.03 -1.76 -1.77
H -0.10 -4.74 0.94
H -1.13 -3.54 1.69
H 1.09 -2.75 1.83
H 0.29 -1.71 0.66
H -3.66 -3.56 0.86
H -4.40 -3.11 -0.67
H -4.33 -1.37 1.13
H -3.85 -0.84 -0.46
H -0.05 0.66 1.36
H -0.24 -0.16 -0.16
H -0.70 1.84 -1.36
H 0.39 2.42 -0.12
H -1.34 2.68 0.09
H -4.10 -6.34 -0.26
H -2.82 -5.93 1.45
H 1.77 -5.24 -1.82
H 0.27 -4.67 -4.02
H -3.45 -3.22 -5.01
C 1.20 -1.60 4.93
O 1.93 -1.33 3.73
H 0.14 -1.57 4.68
H 1.45 -2.59 5.32
H 1.41 -0.85 5.69
H 2.87 -1.36 3.95
C -0.65 3.96 -3.49
O -1.47 3.97 -2.33
H 0.12 3.20 -3.34
H -1.24 3.70 -4.38
H -0.17 4.93 -3.64
H -2.17 4.63 -2.44
C 2.76 5.14 -2.90
O 1.96 5.79 -3.88
H 2.13 4.43 -2.37
H 3.59 4.60 -3.36
H 3.16 5.86 -2.18
H 2.51 6.42 -4.35
C 5.39 0.05 2.22
O 5.46 -0.64 3.46
H 4.34 0.20 1.96
H 5.88 1.02 2.29
H 5.87 -0.54 1.43
H 6.39 -0.75 3.67
C 2.26 1.88 5.97
O 1.88 1.22 7.18
H 2.65 1.12 5.30
H 1.40 2.36 5.50
H 3.04 2.62 6.15
H 1.52 1.89 7.78
C -7.27 -2.02 -1.82
O -6.85 -3.38 -1.77
H -6.39 -1.42 -1.62
H -7.66 -1.75 -2.81
H -8.03 -1.80 -1.06
H -7.61 -3.94 -1.95
C 0.62 1.43 -6.08
O 0.54 2.84 -6.30
H -0.21 0.98 -6.61
H 1.56 1.02 -6.46
H 0.53 1.18 -5.02
H 1.26 3.26 -5.82
C 2.21 8.07 -0.14
O 2.38 6.66 -0.09
H 3.14 8.52 0.20
H 2.00 8.41 -1.16
H 1.40 8.41 0.51
H 1.57 6.25 -0.38
C 2.18 6.22 -7.44
O 2.74 7.50 -7.15
H 1.36 6.06 -6.75
H 1.79 6.17 -8.46
H 2.92 5.43 -7.30
H 3.46 7.66 -7.75
C -3.25 -1.38 4.41
O -4.30 -1.00 3.54
H -3.61 -2.20 5.02
H -2.37 -1.71 3.85
H -2.95 -0.56 5.08
H -3.97 -0.28 2.99
C 8.41 1.31 5.46
O 7.92 0.94 4.18
H 8.84 0.41 5.90
H 9.19 2.07 5.40
H 7.61 1.67 6.11
H 7.54 1.73 3.78
C -1.15 2.65 8.27
O 0.04 3.22 8.81
H -0.86 2.03 7.43
H -1.66 2.01 9.01
H -1.84 3.42 7.92
H -0.20 3.77 9.57
C -4.01 3.68 -6.30
O -3.02 4.39 -7.02
H -4.96 4.20 -6.44
H -4.11 2.66 -6.69
H -3.79 3.64 -5.23
H -2.17 3.94 -6.90
C -1.70 -11.66 -2.06
O -0.40 -11.25 -1.67
H -1.58 -12.35 -2.90
H -2.22 -12.19 -1.26
H -2.31 -10.81 -2.38
H -0.51 -10.65 -0.93
C 0.23 -3.32 8.35
O -0.17 -2.00 8.02
H -0.52 -3.99 7.92
H 1.20 -3.57 7.93
H 0.26 -3.48 9.43
H 0.49 -1.39 8.38
C 2.61 -0.31 -1.18
O 2.66 1.10 -1.41
H 1.74 -0.69 -1.71
H 3.50 -0.81 -1.57
H 2.50 -0.52 -0.12
H 3.42 1.48 -0.96
C -3.50 5.18 0.45
O -2.53 5.97 -0.24
H -4.45 5.70 0.37
H -3.60 4.18 0.01
H -3.25 5.07 1.51
H -1.69 5.50 -0.18
C 3.23 -3.54 -3.85
O 2.48 -2.73 -2.97
H 3.48 -2.93 -4.72
H 4.16 -3.89 -3.39
H 2.67 -4.41 -4.20
H 2.24 -3.25 -2.19
*
```

Its electronic energy is -4558.29700 hartree.

Results of the Löwdin charge analysis, in e, for atoms 1 through 8: atom 1 (C): -0.10, atom 2 (C): -0.27, atom 3 (Sb): 1.10, atom 4 (C): -0.31, atom 5 (C): -0.26, atom 6 (F): -0.09, atom 7 (C): -0.33, atom 8 (C): -0.25

---

[3]
ORCA calculation (ωB97M-V/def2-TZVPD) on a molecular structure, C7H12LiS6.

The geometry in ORCA input format:
```
! wB97M-V def2-TZVPD RIJCOSX def2/J DEFGRID3
* xyz -1 1
Li -2.51 1.44 -1.53
C 2.23 -2.30 -0.24
C 2.84 -0.89 -0.45
S 1.95 0.14 -1.53
C 1.60 1.46 -0.30
C 0.98 0.97 1.04
S -0.92 0.86 1.05
C -1.51 -0.75 0.31
C -0.57 -1.69 -0.36
S 0.68 -2.50 0.72
H 2.90 -2.94 0.38
H 2.17 -2.76 -1.17
H 3.84 -1.08 -0.93
H 3.10 -0.47 0.53
H 0.91 2.27 -0.58
H 2.61 1.90 -0.04
H 1.22 1.71 1.82
H 1.22 -0.07 1.37
H -2.42 -0.63 -0.38
H -2.08 -1.29 1.17
H 0.01 -1.04 -1.04
H -1.19 -2.46 -0.88
S -4.66 2.99 1.86
C -4.30 2.54 0.31
S -4.79 1.05 -0.44
S -3.30 3.55 -0.72
*
```

Its electronic energy is -2670.62349 hartree.

Results of the natural (NBO) charge analysis, in e, for atoms 1 through 8: atom 1 (Li): 0.82, atom 2 (C): -0.52, atom 3 (C): -0.59, atom 4 (S): 0.23, atom 5 (C): -0.55, atom 6 (C): -0.54, atom 7 (S): 0.19, atom 8 (C): -0.57

---

[4]
ORCA calculation (ωB97M-V/def2-TZVPD) on C7H10N2 in the gas phase.

The geometry in ORCA input format:
```
! wB97M-V def2-TZVPD RIJCOSX def2/J DEFGRID3
* xyz 0 1
H 2.19 2.49 2.10
N 1.69 1.99 1.45
C 2.64 1.28 0.74
N 2.45 0.56 -0.32
C 1.14 0.37 -0.86
C 0.19 -0.16 -0.16
C 0.54 -0.85 1.13
C -1.31 -0.20 -0.73
C -2.60 -0.43 -0.63
C -3.85 -0.89 -1.23
H 3.69 1.10 1.11
H 3.32 0.59 -1.05
H 0.78 0.77 -1.75
H 0.10 -1.93 1.29
H 1.55 -1.05 1.16
H 0.29 -0.22 2.05
H -4.54 -0.04 -1.74
H -4.78 -1.57 -0.58
H -3.49 -1.81 -1.99
*
```

Its electronic energy is -382.01252 hartree. For the energy relative to the best compared isomer or geometry (same formula, charge and spin), the calculation gives 150.4 kcal per mole.

Results of the natural (NBO) charge analysis, in e, for atoms 1 through 8: atom 1 (H): 0.33, atom 2 (N): -0.74, atom 3 (C): 0.27, atom 4 (N): -0.62, atom 5 (C): -0.05, atom 6 (C): 0.00, atom 7 (C): -0.65, atom 8 (C): -0.03

---

[5]
ORCA calculation (ωB97M-V/def2-TZVPD) on a molecular structure, C3H5Li2O3.

The geometry in ORCA input format:
```
! wB97M-V def2-TZVPD RIJCOSX def2/J DEFGRID3
* xyz 0 2
O 3.25 -0.16 0.22
C 1.92 0.07 0.61
C 1.11 0.40 -0.63
O -0.44 0.62 -0.03
H 3.79 -0.35 1.00
H 1.85 0.92 1.31
H 1.48 -0.83 1.07
H 1.10 -0.48 -1.29
H 1.70 1.06 -1.28
O -0.11 2.32 -1.07
C -0.95 1.35 -1.02
Li -2.35 0.05 0.68
Li -1.41 -1.30 -0.46
*
```

Its electronic energy is -357.89193 hartree. For the energy relative to the best compared isomer or geometry (same formula, charge and spin), the calculation gives 126.5 kcal per mole.

Results of the natural (NBO) charge analysis, in e, for atoms 1 through 8: atom 1 (O): -0.72, atom 2 (C): -0.10, atom 3 (C): -0.11, atom 4 (O): -0.79, atom 5 (H): 0.48, atom 6 (H): 0.18, atom 7 (H): 0.15, atom 8 (H): 0.17

---

[6]
ORCA calculation (ωB97M-V/def2-TZVPD) on 4 unconnected molecules or ions with the total composition C25H66N4O9PS3.

The geometry in ORCA input format:
```
! wB97M-V def2-TZVPD RIJCOSX def2/J DEFGRID3
* xyz -1 1
C 1.39 3.73 0.50
C 1.23 2.88 1.77
C -0.11 3.09 2.52
C -0.94 1.82 2.72
C -1.57 1.18 1.47
C -2.23 2.14 0.49
C -2.91 1.42 -0.68
C -2.03 0.81 -1.81
C -0.57 1.26 -1.95
C 0.46 0.44 -1.15
C 1.71 0.07 -1.95
C 3.00 -0.03 -1.14
P 3.00 -1.40 0.25
C 4.18 -2.53 -0.79
C 5.62 -2.03 -0.82
N 6.43 -2.62 0.25
C 2.91 -2.67 1.73
C 1.59 -2.92 2.46
N 0.55 -3.49 1.60
N 1.01 -1.71 3.08
N 1.81 -3.94 3.50
H 2.40 4.13 0.42
H 0.71 4.59 0.52
H 1.20 3.16 -0.40
H 1.36 1.83 1.53
H 2.04 3.13 2.45
H 0.10 3.48 3.52
H -0.69 3.86 2.01
H -1.73 2.04 3.44
H -0.30 1.07 3.18
H -2.34 0.48 1.82
H -0.82 0.57 0.96
H -1.51 2.89 0.14
H -3.00 2.69 1.03
H -3.49 0.60 -0.25
H -3.63 2.11 -1.13
H -2.53 1.03 -2.75
H -2.05 -0.27 -1.72
H -0.47 2.32 -1.71
H -0.31 1.16 -3.00
H -0.01 -0.47 -0.77
H 0.79 0.98 -0.26
H 1.85 0.85 -2.72
H 1.54 -0.87 -2.48
H 3.17 0.92 -0.62
H 3.83 -0.19 -1.84
H 1.83 -2.06 -0.40
H 2.12 -0.50 1.02
H 4.17 -0.74 0.88
H 3.80 -2.58 -1.82
H 4.19 -3.57 -0.44
H 6.08 -2.24 -1.79
H 5.62 -0.93 -0.71
H 6.86 -1.90 0.82
H 5.84 -3.16 0.86
H 3.62 -2.30 2.48
H 3.27 -3.66 1.44
H 0.67 -4.49 1.57
H 0.63 -3.11 0.66
H 0.42 -1.27 2.39
H 1.77 -1.05 3.22
H 0.95 -3.98 4.03
H 2.49 -3.55 4.14
O -5.45 -3.45 0.88
S -4.17 -3.24 0.27
O -3.84 -1.93 -0.19
O -4.01 -4.28 -0.93
C -5.05 -4.28 -1.93
C -4.90 -3.14 -2.91
C -2.89 -3.85 1.30
H -6.02 -4.28 -1.43
H -4.93 -5.24 -2.43
H -5.07 -2.18 -2.42
H -5.63 -3.24 -3.72
H -3.90 -3.12 -3.33
H -3.15 -4.85 1.62
H -2.81 -3.18 2.15
H -1.95 -3.84 0.74
O 3.76 3.28 4.17
S 4.66 4.15 4.86
O 5.31 5.20 4.15
O 5.75 3.25 5.60
C 6.37 2.21 4.81
C 7.43 2.74 3.86
C 3.88 4.80 6.30
H 5.59 1.66 4.28
H 6.81 1.54 5.55
H 6.99 3.35 3.08
H 7.94 1.90 3.40
H 8.15 3.35 4.40
H 3.42 3.99 6.85
H 3.13 5.51 5.95
H 4.64 5.31 6.90
O -7.98 -0.75 -6.84
S -6.56 -0.58 -6.88
O -5.73 -1.40 -6.05
O -6.22 0.95 -6.61
C -6.78 1.55 -5.42
C -6.03 1.17 -4.16
C -5.99 -0.65 -8.54
H -7.84 1.30 -5.36
H -6.70 2.62 -5.61
H -6.15 0.11 -3.93
H -6.40 1.75 -3.32
H -4.96 1.36 -4.28
H -6.61 0.00 -9.15
H -6.10 -1.69 -8.86
H -4.95 -0.35 -8.56
*
```

Its electronic energy is -3424.13221 hartree. For the energy relative to the best compared isomer or geometry (same formula, charge and spin), the calculation gives 0.0 kcal per mole.

Results of the Löwdin charge analysis, in e, for atoms 1 through 8: atom 1 (C): -0.09, atom 2 (C): -0.23, atom 3 (C): -0.21, atom 4 (C): -0.21, atom 5 (C): -0.20, atom 6 (C): -0.21, atom 7 (C): -0.19, atom 8 (C): -0.19

---

[7]
ORCA calculation (ωB97M-V/def2-TZVPD) on 2 unconnected molecules or ions with the total composition C4H6O2S.

The geometry in ORCA input format:
```
! wB97M-V def2-TZVPD RIJCOSX def2/J DEFGRID3
* xyz 0 1
C -2.14 0.81 -2.40
C 0.06 -0.46 -0.49
C 1.16 -0.15 1.97
C 0.08 -0.16 0.91
O -2.48 0.03 -3.20
O -1.85 1.58 -1.63
S 1.48 -0.74 -1.38
H 2.05 -0.49 1.57
H 0.88 -0.83 2.71
H 1.35 0.90 2.39
H -0.30 0.84 0.76
H -0.97 -0.58 1.24
H 0.68 -0.75 -2.47
*
```

Its electronic energy is -704.58654 hartree. For the energy relative to the best compared isomer or geometry (same formula, charge and spin), the calculation gives 58.4 kcal per mole.

Results of the natural (NBO) charge analysis, in e, for atoms 1 through 8: atom 1 (C): 1.04, atom 2 (C): -0.23, atom 3 (C): -0.62, atom 4 (C): -0.59, atom 5 (O): -0.54, atom 6 (O): -0.50, atom 7 (S): 0.11, atom 8 (H): 0.21

---

[8]
ORCA calculation (ωB97M-V/def2-TZVPD) on a molecular structure, C29H53AuClGeO4Si.

The geometry in ORCA input format:
```
! wB97M-V def2-TZVPD RIJCOSX def2/J DEFGRID3
* xyz -1 1
Au -1.35 1.49 0.38
C -2.15 -0.31 0.75
C -2.88 -1.29 0.77
C -3.70 -2.47 0.82
C -4.77 -2.62 -0.08
C -5.56 -3.76 -0.04
C -5.31 -4.76 0.89
C -4.26 -4.62 1.78
C -3.46 -3.49 1.74
H -4.96 -1.84 -0.80
H -6.38 -3.87 -0.74
H -5.93 -5.65 0.92
H -4.05 -5.40 2.50
H -2.63 -3.37 2.43
Cl -2.25 3.67 -1.32
C -0.93 3.45 -0.07
H -1.08 4.23 0.67
H 0.02 3.58 -0.58
C 2.30 -2.04 4.24
C 0.96 -1.66 4.88
C 0.53 -0.23 4.56
C 0.26 -0.01 3.07
Ge -0.48 1.74 2.60
C 0.96 3.08 2.48
C 2.07 3.09 3.55
C 1.78 3.98 4.76
C 0.62 3.52 5.64
H 2.63 -3.03 4.57
H 3.08 -1.33 4.53
H 2.24 -2.05 3.15
H 1.03 -1.79 5.96
H 0.19 -2.35 4.52
H 1.30 0.46 4.92
H -0.38 0.00 5.13
H -0.46 -0.75 2.71
H 1.17 -0.15 2.47
H -1.52 2.12 3.67
H 0.51 4.08 2.39
H 1.41 2.87 1.50
H 2.99 3.44 3.09
H 2.28 2.07 3.90
H 1.58 5.00 4.40
H 2.69 4.05 5.37
H -0.31 3.47 5.07
H 0.47 4.19 6.48
H 0.81 2.52 6.04
C 2.95 2.12 -2.05
C 2.25 2.16 -3.41
C 3.27 2.26 -4.53
C 1.27 3.33 -3.47
O 1.53 0.96 -3.64
Si 0.66 0.08 -2.52
O -0.04 0.99 -1.46
O 1.80 -0.96 -1.90
C 1.64 -2.23 -1.27
C 0.35 -2.27 -0.45
C 2.84 -2.40 -0.35
C 1.62 -3.32 -2.33
O -0.31 -0.90 -3.45
C -1.56 -0.57 -4.06
C -1.80 -1.65 -5.11
C -2.67 -0.59 -3.02
C -1.48 0.81 -4.72
H 3.61 2.99 -1.94
H 3.54 1.20 -1.97
H 2.22 2.12 -1.25
H 3.85 3.19 -4.45
H 2.76 2.25 -5.50
H 3.96 1.41 -4.49
H 1.77 4.27 -3.23
H 0.46 3.15 -2.75
H 0.83 3.40 -4.46
H 0.31 -1.41 0.23
H 0.30 -3.19 0.14
H -0.53 -2.21 -1.10
H 2.85 -1.61 0.40
H 3.76 -2.32 -0.94
H 2.82 -3.37 0.15
H 0.83 -3.11 -3.05
H 1.45 -4.30 -1.88
H 2.58 -3.34 -2.87
H -1.86 -2.63 -4.63
H -0.98 -1.66 -5.83
H -2.74 -1.47 -5.65
H -2.73 -1.58 -2.55
H -3.63 -0.35 -3.47
H -2.45 0.13 -2.23
H -0.61 0.86 -5.37
H -1.40 1.59 -3.96
H -2.38 0.99 -5.31
*
```

Its electronic energy is -4400.26320 hartree. For the energy relative to the best compared isomer or geometry (same formula, charge and spin), the calculation gives 22.9 kcal per mole.

Results of the Löwdin charge analysis, in e, for atoms 1 through 8: atom 1 (Au): 0.81, atom 2 (C): -0.22, atom 3 (C): -0.14, atom 4 (C): -0.26, atom 5 (C): -0.04, atom 6 (C): -0.10, atom 7 (C): -0.12, atom 8 (C): -0.10